Entry 1:
56
Properties=species:S:1:pos:R:3:forces:R:3:mulliken_charge:R:1 method="wB97M-V/def2-TZVPD" multiplicity=1 de_lowest_kj_mol=0.0 lumo_energy_ev=-3.3
Li 1.830 -7.411 -0.089 -0.38 0.06 0.27 0.986
O -4.031 3.211 -1.577 0.13 -0.32 0.37 -0.421
C -1.002 -3.290 1.182 -1.11 0.77 -0.73 -1.269
H -1.731 -3.103 1.982 0.08 0.10 0.02 0.352
C -0.175 -4.861 -1.451 -0.06 0.52 0.14 -0.514
H -2.639 -2.941 -0.199 -0.27 -0.19 0.05 0.366
F 6.689 1.819 4.873 -0.05 0.10 0.35 -0.893
H -0.823 3.484 -1.959 0.35 0.11 0.06 0.423
O -3.530 0.770 1.927 0.16 0.33 -0.01 -1.102
H 3.829 -1.478 -0.343 -0.37 -0.24 0.10 0.334
S 0.565 2.252 -0.484 0.15 3.30 -1.06 1.211
F -2.321 1.500 -3.143 0.24 -0.26 0.41 -0.917
H -1.426 1.860 -1.648 -0.41 0.67 -0.71 0.403
Cl 3.364 0.634 3.220 -0.36 -0.16 -0.01 -0.222
H -6.147 3.877 -2.709 0.08 0.00 -0.04 0.250
O 1.492 2.232 -1.560 0.01 -1.02 -0.32 -0.590
C 4.439 0.199 -1.479 -0.21 0.11 -0.19 -1.287
H -3.700 4.559 0.446 0.47 0.63 -0.52 0.222
N 2.555 0.190 0.076 -0.06 0.18 -0.43 0.361
C -0.989 2.779 -1.156 -0.33 -2.12 0.62 -0.845
C 4.894 1.565 3.102 -0.22 0.45 0.09 -0.276
C 1.032 -1.593 0.657 -3.03 0.79 0.04 -0.009
H -5.166 5.480 0.340 0.17 0.22 -0.15 0.162
C -1.880 -3.709 -0.048 0.58 0.36 0.04 -0.650
H 1.838 -2.294 0.775 0.04 -0.16 0.09 0.605
H 3.054 0.213 0.967 -0.21 0.37 0.16 -0.184
N -1.016 0.306 0.301 -0.97 -0.22 0.37 -0.899
N 0.232 0.574 0.091 1.14 1.09 -0.51 0.823
H -1.976 -4.149 -2.138 -0.14 0.25 -0.06 0.417
H 4.017 0.918 -2.180 -0.07 0.07 0.05 0.279
H -6.595 5.083 -1.550 0.05 0.07 -0.05 0.150
H -1.687 3.112 -0.386 0.33 0.09 -0.03 0.109
F 1.193 -3.944 0.605 1.92 -1.52 0.04 -0.745
C 0.798 -5.508 -1.223 -0.21 -1.22 -0.27 -0.315
Cl 6.060 0.752 2.082 0.06 -0.26 -0.45 -0.170
H 5.129 -0.438 -2.033 0.08 -0.04 0.06 0.414
C -1.275 -0.918 0.662 -0.12 -0.58 0.11 -0.604
H -0.792 -2.909 -1.815 0.12 0.11 0.14 0.334
H 2.716 -1.017 -1.671 -0.32 -0.17 0.22 0.372
H 4.986 0.751 -0.718 0.10 -0.08 0.09 0.264
C 3.332 -0.650 -0.854 1.02 0.59 -0.41 -0.294
H 4.672 2.539 2.682 -0.19 -0.12 -0.21 0.218
N -5.953 4.379 -1.860 -0.01 0.00 0.23 -0.450
H 1.648 -5.955 -0.827 0.97 0.77 -0.31 0.552
N -4.559 4.768 -0.028 -0.66 -0.53 1.27 -0.422
O 0.920 3.050 0.650 -0.31 -0.77 0.87 -0.685
C -4.801 4.051 -1.207 -0.26 0.08 -0.52 0.591
H -0.315 -4.070 1.444 0.25 0.05 0.15 0.523
H -2.799 1.043 1.348 0.43 -0.90 -0.27 0.698
H 5.368 1.664 4.105 0.63 -0.10 0.29 0.388
Ca -4.359 2.510 2.145 -0.58 0.57 -0.33 1.419
C -0.337 -1.956 0.839 1.31 0.09 0.12 -0.054
C 1.255 -0.253 0.264 0.92 -1.92 0.80 0.282
H -2.367 -4.657 0.171 -0.13 0.02 0.12 0.484
C -1.202 -3.842 -1.431 -0.61 -0.54 -0.16 -0.639
H -2.311 -1.177 0.829 -0.13 0.48 0.02 0.463

=====

Entry 2:
44
Properties=species:S:1:pos:R:3:forces:R:3:mulliken_charge:R:1 method="wB97M-V/def2-TZVPD" smiles=CCCC#N.CCCC#N.CCCC#N.ClCCCl multiplicity=1 de_lowest_kj_mol=127.1 lumo_energy_ev=0.4
C -4.517 -1.860 3.885 2.67 -0.70 -1.57 0.099
H 3.694 2.069 -2.114 0.14 0.10 0.10 0.404
H -0.413 -1.455 -0.329 -0.20 -0.29 -0.32 0.136
H -4.347 -2.968 1.328 -0.19 0.42 0.06 0.322
H 1.488 -2.446 -1.742 0.29 0.00 -0.15 0.371
H 2.710 5.257 -3.994 -0.27 -0.18 0.18 0.345
C 0.513 -1.912 0.021 -0.28 0.65 0.75 -0.016
H 1.083 3.278 -3.015 0.08 0.83 -0.15 0.356
C 3.044 -1.531 -0.445 -0.62 0.65 -0.40 -1.166
N 1.954 2.921 0.398 -0.12 0.25 0.61 -0.524
C 1.609 -1.634 -1.025 0.27 -0.65 0.27 -0.323
Cl -3.391 1.960 1.265 0.46 0.32 0.04 -0.229
H 2.496 2.666 -3.870 -0.71 0.44 -1.11 0.247
C 0.671 -1.229 1.341 0.69 1.69 2.45 0.070
N -5.329 -1.258 4.396 -1.53 0.92 0.86 -0.395
C -1.057 1.269 0.089 0.81 0.68 2.45 1.379
Cl -1.553 1.543 -1.512 -0.63 0.30 -2.03 -0.196
C -3.415 -2.648 3.250 -0.87 -0.64 -0.41 -0.421
H -3.731 -3.642 3.567 0.35 -0.47 -0.17 0.247
H -1.514 -3.918 1.669 0.28 0.59 0.44 0.309
H 3.462 -2.418 0.032 -0.55 -0.12 0.16 0.336
H 2.978 -0.706 0.265 0.44 -0.11 0.30 0.322
H -2.799 -4.732 1.075 -0.59 0.11 -0.41 0.461
H -1.404 0.289 0.417 0.15 0.12 0.00 -0.765
N 0.782 -0.574 2.320 -0.42 -2.29 -3.16 -0.581
H -2.440 -2.503 3.716 -0.15 0.51 0.00 0.357
H 1.289 -0.738 -1.557 0.46 0.22 0.05 -0.005
H 3.795 -1.253 -1.185 -0.24 0.11 -0.28 0.374
H 0.029 1.347 0.123 -0.03 -0.28 0.08 -0.442
H 0.313 -2.977 0.136 0.21 0.09 0.31 0.523
H 2.836 5.089 -2.197 0.33 0.72 -0.18 0.314
H -3.131 -1.700 1.227 -0.13 0.21 0.44 0.158
H 4.064 4.389 -3.271 -0.05 -0.12 0.06 0.291
C 2.306 2.635 -0.651 0.15 -0.38 -0.48 0.157
H -1.963 -3.506 0.087 -0.68 0.26 -0.14 0.329
C 2.621 2.243 -2.034 0.63 0.49 1.77 0.187
C -2.398 -3.718 1.064 0.59 -0.52 1.26 -1.308
C -1.596 2.314 1.081 -1.12 -0.67 0.04 -0.510
H -1.197 2.191 2.088 0.22 -0.17 -0.27 0.331
H -1.520 3.361 0.790 0.16 -0.29 -0.28 0.373
C -3.364 -2.661 1.685 0.19 -0.67 -0.37 -0.153
C 2.173 3.287 -3.035 1.18 -1.16 -1.90 -0.535
C 3.003 4.614 -3.164 -1.10 -1.15 1.38 -1.071
H 2.168 1.263 -2.179 -0.28 0.15 -0.29 -0.160

=====

Entry 3:
77
Properties=species:S:1:pos:R:3:forces:R:3:mulliken_charge:R:1 method="wB97M-V/def2-TZVPD" charge=+1 multiplicity=1 de_lowest_kj_mol=0.0 lumo_energy_ev=-2.9
C -12.465 3.414 0.890 -0.05 0.00 0.02 0.239
Cl 7.392 5.541 -0.210 0.00 -0.01 0.01 -0.132
H -0.049 4.926 -1.875 0.03 -0.01 0.01 0.261
H -2.457 -4.355 4.560 0.00 -0.03 -0.01 0.325
H -1.605 -3.085 -1.189 -0.03 0.05 -0.36 0.100
H -1.331 -2.276 1.299 0.17 0.13 0.36 0.185
H -3.269 -1.452 0.288 -0.02 0.02 0.45 0.180
H -3.018 -1.228 -2.918 -0.18 0.15 -0.24 0.734
H -5.474 -0.907 -2.381 -0.38 -0.19 0.05 0.334
H -1.627 0.872 -0.220 -0.54 0.03 -0.28 0.164
C 5.658 -0.708 2.126 0.08 -0.03 0.08 0.239
C -1.835 -3.482 4.704 -0.02 0.06 0.07 -0.054
H -11.754 3.080 0.147 0.00 -0.02 -0.02 0.111
C -1.032 0.759 -1.126 0.90 0.10 1.12 -0.608
Cl 6.341 4.124 4.193 0.05 0.07 0.21 -0.105
H 8.003 3.663 1.037 0.00 0.00 0.04 -0.133
Cl 3.131 -9.521 0.201 0.01 0.00 0.00 -0.114
O -3.993 1.578 -0.814 0.06 0.47 -0.46 -0.531
N -0.744 -1.669 0.739 -0.21 -0.09 -0.37 -0.524
C 7.380 2.708 4.062 -0.07 -0.05 0.02 0.792
C -2.473 0.930 -3.095 0.05 -1.10 -0.51 -1.250
H -7.831 0.313 -0.829 0.02 0.02 -0.02 -0.003
C 2.930 -8.526 -1.236 -0.03 -0.02 0.06 0.000
H -3.927 1.690 0.146 -0.13 0.09 0.10 0.394
Cl -2.392 4.994 -1.900 -0.03 -0.04 -0.05 -0.122
Cl -9.162 1.895 0.262 0.07 0.06 -0.02 -0.125
Cl -0.418 -3.650 3.657 0.01 -0.10 0.04 -0.032
C 9.621 0.659 -3.883 0.01 0.02 -0.08 0.041
O -5.440 -0.091 -1.870 0.44 0.58 -0.77 -0.488
Cl -9.677 -0.937 -0.130 0.01 0.00 -0.02 -0.137
H 5.286 -1.406 1.390 -0.02 -0.01 -0.03 0.090
H -0.689 -0.590 -2.698 0.28 -0.21 0.12 0.240
P -0.785 -2.019 -0.786 0.24 0.02 1.18 0.036
P -4.054 0.011 -1.087 -0.36 -1.89 1.73 0.689
Cl 0.924 -4.779 0.188 -0.25 0.02 0.08 -0.116
Cl -14.077 3.295 0.189 0.00 0.00 -0.01 -0.122
C -2.728 -0.383 -2.300 0.05 1.29 -0.03 0.146
Cl -12.078 5.085 1.301 0.03 0.00 -0.01 -0.124
H 6.964 2.063 3.299 0.00 0.00 -0.03 -0.460
Cl -12.310 2.367 2.299 0.00 -0.01 0.02 -0.111
N 0.352 1.046 -0.796 -0.38 0.11 -0.42 -0.559
Cl -0.653 4.105 0.241 -0.05 0.07 0.07 -0.136
N -1.511 1.707 -2.199 -0.56 -0.51 -0.74 0.485
Cl 3.200 -6.822 -0.862 0.22 -0.16 -0.12 -0.063
Cl 9.958 -0.419 -5.235 0.00 -0.01 0.01 -0.121
Cl 4.532 0.651 2.213 -0.12 -0.14 0.07 -0.093
Cl 5.755 -1.536 3.675 -0.02 -0.01 -0.01 -0.108
H -1.945 0.635 -3.999 0.18 0.35 -0.06 0.394
Cl 3.075 -2.849 0.084 0.05 0.07 -0.06 -0.125
C -0.799 5.204 -1.147 0.06 0.15 0.02 0.144
Cl 9.738 2.346 -4.373 0.00 0.01 0.02 -0.108
C 1.974 -3.738 1.148 0.01 0.06 0.22 -0.018
C 7.261 3.851 0.272 -0.01 0.06 -0.12 0.421
C -1.284 -0.569 -1.775 -0.51 -0.33 -0.64 -0.165
H -0.696 1.927 -2.773 0.08 0.46 0.27 0.461
H 0.355 1.974 -0.380 0.32 -0.03 -0.01 0.253
Cl 2.859 -4.655 2.359 -0.04 0.04 -0.12 -0.081
H 1.345 -3.011 1.648 -0.01 0.06 -0.05 0.316
Cl -7.380 -0.080 1.425 0.04 0.02 -0.01 -0.120
Cl 7.425 1.805 5.572 0.00 0.00 -0.01 -0.123
H -3.342 1.498 -3.406 -0.03 0.30 0.40 0.377
Cl 7.254 -0.160 1.604 -0.02 0.03 -0.03 -0.098
H -1.986 2.545 -1.850 0.25 0.13 0.13 0.006
H 3.666 -8.833 -1.967 0.01 0.00 -0.02 0.320
H 10.361 0.479 -3.116 0.00 -0.01 0.02 0.299
Cl 7.586 2.775 -1.088 0.00 0.06 0.09 -0.032
H 0.478 -2.317 -1.313 -0.07 0.03 -0.39 0.061
Cl 5.668 3.513 0.958 0.04 0.08 -0.21 -0.091
Cl 1.328 -8.757 -1.943 0.00 0.00 -0.02 -0.131
H 0.588 0.423 -0.023 0.17 -0.13 -0.09 0.421
Cl -2.774 -2.062 4.242 -0.03 0.01 -0.05 -0.105
Cl -0.526 6.858 -0.672 -0.05 -0.04 0.00 -0.074
Cl -1.359 -3.413 6.393 0.00 0.01 -0.03 -0.113
C -8.435 0.297 0.068 -0.08 -0.04 0.05 0.382
N -4.042 -0.802 0.223 0.40 0.05 -0.56 -0.614
Cl 8.029 0.319 -3.192 -0.01 -0.10 -0.04 -0.123
Cl 9.011 3.165 3.554 0.00 0.00 -0.04 -0.151

=====

Entry 4:
50
Properties=species:S:1:pos:R:3:forces:R:3:lowdin_spin:R:1 method="wB97M-V/def2-TZVPD" charge=-1 multiplicity=5 s2=6.03 lumo_energy_ev="2.3 / 2.0"
C -2.920 -1.029 0.542 0.03 -0.08 0.26 0.090
H 1.290 -5.769 1.374 0.01 0.02 0.01 0.000
C -2.302 0.242 0.014 0.37 -0.04 0.09 0.569
H 0.246 0.344 6.028 -0.01 0.00 0.01 0.000
C -0.638 -5.226 -1.157 0.00 0.14 0.03 0.000
H 2.211 0.632 3.981 -0.05 -0.03 0.00 0.001
O -3.099 1.319 0.375 -0.26 -0.02 -0.27 0.137
C -0.302 -2.910 -0.611 0.08 -0.04 0.12 -0.003
H -1.470 -4.445 1.368 0.00 -0.04 0.02 0.000
C -0.392 -4.453 1.170 0.02 0.07 -0.07 0.000
C -3.365 2.211 -0.691 0.20 0.12 0.12 0.034
H -4.121 1.794 -1.367 0.00 -0.04 -0.01 0.005
C 0.200 -5.805 1.490 0.00 -0.11 0.05 0.000
H -0.464 -7.364 -1.296 0.01 -0.01 0.01 0.000
O -0.335 -6.815 0.646 -0.01 0.02 -0.01 0.000
H 0.188 1.531 4.034 -0.01 0.00 -0.06 0.008
H -0.038 -6.091 2.514 0.00 -0.02 -0.01 0.000
Se -0.245 2.573 0.457 0.24 0.49 0.07 0.164
N -0.139 -4.186 -0.256 -0.04 0.14 -0.07 -0.002
H -2.052 -0.956 5.660 -0.01 0.02 0.01 0.000
H -0.328 -4.988 -2.174 0.00 0.00 0.01 0.000
C -0.042 -6.545 -0.714 -0.01 -0.12 0.04 0.000
C 1.779 -0.326 3.685 -0.08 0.09 0.05 0.003
H -3.737 3.142 -0.261 0.00 -0.01 0.02 0.000
H -2.003 1.195 4.578 -0.01 -0.02 0.01 0.000
H 2.203 -1.205 5.609 -0.01 -0.01 0.02 0.000
H 0.055 -1.293 6.603 -0.01 -0.02 0.00 0.000
H 1.174 -2.187 4.580 -0.01 0.00 0.02 0.000
O 0.096 -0.890 2.081 -0.08 -0.27 0.13 0.038
H -3.042 -1.788 -0.241 0.03 0.06 -0.04 0.021
Rh -0.264 0.285 -0.210 -0.85 -0.28 0.05 1.064
C -1.238 -0.821 4.944 0.02 -0.06 0.01 0.001
C 0.497 -0.109 2.931 0.09 0.26 -0.17 0.022
H -2.238 0.093 3.226 -0.01 0.01 -0.01 0.001
H 0.076 -3.661 1.755 0.00 0.01 -0.03 0.000
Te 1.836 3.216 1.708 -0.18 -0.10 -0.09 0.596
H -1.733 -5.270 -1.122 0.00 -0.04 0.01 0.000
N -0.402 -1.778 -0.772 0.06 0.05 -0.08 0.012
H -2.455 2.419 -1.258 -0.03 0.02 -0.04 0.006
Te 3.919 1.408 -0.226 -0.04 0.04 0.01 0.796
C -1.549 0.374 4.022 0.05 0.06 -0.01 0.002
H -1.205 -1.730 4.336 -0.02 -0.01 0.02 0.000
H -2.306 -1.498 1.327 -0.02 0.04 -0.03 0.019
H 1.045 -6.525 -0.863 0.00 0.02 -0.01 0.000
C 0.107 -0.690 5.693 0.02 0.02 -0.05 0.000
H -3.909 -0.823 0.963 0.00 0.03 -0.01 -0.001
N -0.308 0.880 3.443 0.03 -0.23 0.03 0.008
H 2.498 -0.861 3.068 0.01 -0.01 0.00 0.000
Se 2.170 -0.217 -0.682 0.45 -0.08 -0.11 0.408
C 1.358 -1.161 4.918 0.03 -0.05 -0.04 0.001